90
Properties=species:S:1:pos:R:3:forces:R:3:mulliken_charge:R:1 method="wB97M-V/def2-TZVPD" multiplicity=1 total_charge=+1 homo_lumo_gap_ev=5.87
C 2.808 1.456 0.312 -0.606 -0.439 -0.002 -1.094
C 2.410 2.758 -0.282 0.374 0.227 -0.650 0.910
O 2.542 3.079 -1.426 -0.071 -0.016 0.386 -0.554
O 1.872 3.726 0.566 -0.170 -0.149 0.097 -0.366
C 1.150 3.350 1.719 -0.323 0.093 0.258 -0.534
N 0.043 4.323 1.838 0.784 0.545 -1.082 -0.165
C -0.666 4.653 0.696 -0.121 -0.695 0.226 0.356
N -0.395 5.826 0.118 -0.743 -0.018 0.600 -0.393
N -1.650 3.821 0.232 0.563 0.923 -0.163 -0.059
C -1.129 2.645 -0.570 -0.388 -0.724 0.086 -0.156
C -2.057 1.441 -0.492 0.050 0.293 0.053 -0.120
C -2.468 1.034 0.914 -0.414 0.152 0.147 -0.548
N -3.646 1.773 1.394 0.158 -0.096 -0.021 -0.660
H 1.949 0.963 0.778 0.002 0.004 0.007 0.304
H 3.581 1.574 1.067 0.141 0.071 -0.126 0.369
H 3.134 0.816 -0.504 0.254 0.038 0.131 0.346
H 0.732 2.350 1.664 0.116 -0.071 -0.016 0.268
H 1.767 3.462 2.609 -0.094 -0.115 0.069 0.448
H 0.411 5.197 2.198 0.178 -0.116 0.106 0.392
H -1.130 6.402 -0.265 0.142 -0.168 -0.606 0.223
H 0.562 6.139 0.056 -0.032 0.259 0.551 0.246
H -2.242 4.367 -0.388 -0.109 -0.220 -0.079 0.285
H -1.036 2.971 -1.606 0.224 0.093 0.040 0.409
H -0.142 2.361 -0.219 0.025 0.186 0.103 -0.238
H -2.928 1.648 -1.116 -0.204 -0.213 0.177 0.425
H -1.541 0.591 -0.934 0.115 0.045 -0.203 -0.323
H -2.737 -0.022 0.874 0.017 0.011 0.069 0.556
H -1.622 1.149 1.608 0.157 -0.145 -0.113 0.146
H -3.372 2.683 1.739 -0.017 0.072 -0.022 0.214
H -4.049 1.281 2.182 -0.095 -0.007 -0.043 0.229
C -5.263 -1.275 -0.584 -0.005 -0.016 -0.099 0.160
O -4.082 -1.586 -0.629 0.155 0.124 0.033 -0.647
N -6.148 -1.768 0.290 -0.096 -0.015 0.101 0.192
C -7.539 -1.359 0.288 0.071 -0.072 0.043 -0.903
C -5.706 -2.753 1.271 0.057 0.069 -0.256 -0.871
H -5.706 -0.549 -1.287 0.006 0.012 0.014 0.281
H -7.806 -0.911 1.247 -0.031 0.009 -0.008 0.328
H -8.188 -2.218 0.114 -0.030 0.015 -0.003 0.342
H -7.706 -0.628 -0.500 0.006 0.010 -0.014 0.289
H -4.917 -2.334 1.894 0.009 -0.027 0.048 0.057
H -5.303 -3.629 0.763 0.013 -0.023 0.034 0.301
H -6.538 -3.049 1.898 -0.018 0.011 0.046 0.500
C 1.032 -2.434 -2.506 -0.007 -0.014 0.093 0.064
O 2.212 -2.725 -2.511 0.049 -0.010 0.006 -0.607
N 0.487 -1.470 -3.271 -0.094 0.001 -0.018 0.157
C -0.923 -1.140 -3.209 0.261 0.036 -0.083 -0.825
C 1.354 -0.737 -4.180 0.006 -0.076 0.076 -0.918
H 0.298 -2.939 -1.854 -0.008 -0.008 -0.019 0.354
H -1.394 -1.281 -4.183 -0.067 0.019 0.024 0.388
H -1.030 -0.095 -2.912 -0.183 0.006 -0.064 0.146
H -1.427 -1.770 -2.479 -0.015 0.006 0.014 0.372
H 1.821 -1.417 -4.893 0.015 0.018 -0.019 0.253
H 2.149 -0.234 -3.628 0.015 0.016 -0.024 0.262
H 0.764 0.000 -4.719 -0.022 0.004 -0.006 0.397
C 6.477 3.041 1.153 0.091 -0.116 -0.026 0.099
O 5.636 2.259 0.734 -0.083 0.123 0.104 -0.600
N 6.899 4.121 0.483 0.025 0.143 -0.010 0.105
C 7.911 5.015 1.015 -0.067 -0.031 -0.113 -0.924
C 6.325 4.393 -0.827 -0.001 -0.079 0.058 -0.783
H 6.972 2.906 2.127 -0.011 0.003 0.007 0.307
H 7.512 6.025 1.118 0.026 0.014 0.021 0.340
H 8.777 5.047 0.354 0.028 0.013 0.023 0.344
H 8.232 4.664 1.993 0.001 -0.016 0.015 0.291
H 5.246 4.530 -0.751 -0.005 0.007 -0.027 0.143
H 6.509 3.559 -1.503 -0.009 0.004 -0.022 0.301
H 6.777 5.294 -1.232 0.019 0.016 0.007 0.381
C 5.972 -4.901 -5.677 0.028 0.051 -0.076 0.133
O 7.149 -5.186 -5.772 0.038 -0.013 0.012 -0.589
N 5.164 -5.315 -4.683 -0.125 -0.008 0.027 0.124
C 3.765 -4.940 -4.614 0.145 -0.103 0.136 -0.938
C 5.724 -6.166 -3.648 0.038 0.042 -0.076 -0.948
H 5.456 -4.261 -6.414 -0.010 -0.006 0.002 0.264
H 3.559 -4.394 -3.694 -0.074 0.029 -0.024 0.415
H 3.132 -5.830 -4.648 -0.045 0.029 -0.024 0.318
H 3.516 -4.303 -5.460 0.015 0.006 -0.026 0.260
H 6.545 -5.658 -3.141 0.008 -0.018 0.020 0.300
H 6.117 -7.086 -4.082 0.009 -0.014 0.021 0.305
H 4.947 -6.407 -2.927 -0.022 0.007 0.005 0.365
C -6.452 -3.535 5.283 -0.185 -0.234 0.090 0.112
O -6.459 -3.876 4.115 0.112 0.153 -0.025 -0.559
N -5.523 -2.748 5.854 0.066 0.103 0.100 0.112
C -5.575 -2.399 7.261 0.086 0.027 -0.118 -0.925
C -4.434 -2.241 5.040 -0.081 -0.079 -0.042 -0.819
H -7.228 -3.865 5.993 -0.009 0.017 -0.001 0.262
H -5.648 -1.317 7.385 -0.015 -0.002 0.039 0.335
H -4.681 -2.751 7.777 -0.016 -0.002 0.037 0.334
H -6.446 -2.860 7.720 -0.019 -0.014 0.000 0.291
H -4.825 -1.632 4.223 0.025 0.018 -0.012 0.155
H -3.865 -3.063 4.605 0.011 0.012 -0.016 0.309
H -3.778 -1.636 5.660 0.006 0.002 0.020 0.391

***

84
Properties=species:S:1:pos:R:3:forces:R:3:mulliken_charge:R:1 method="wB97M-V/def2-TZVPD" multiplicity=1 total_charge=+1 homo_lumo_gap_ev=6.00
C 6.446 -3.087 1.852 -0.009 0.549 0.205 -1.199
C 5.241 -2.127 1.779 0.290 0.250 -0.420 -0.615
P 4.947 -1.390 0.114 -0.452 -1.156 0.579 0.459
C 5.405 -2.561 -1.208 -0.090 1.118 -0.485 -0.712
C 5.312 -1.803 -2.566 0.029 0.366 0.510 -0.654
C 6.674 -1.491 -3.172 -0.337 -0.639 -0.775 -0.549
C 6.553 -0.534 -4.354 0.349 0.401 0.009 -1.201
C 6.777 0.906 -3.941 -0.048 -0.292 0.291 -0.215
O 8.107 1.031 -3.479 -0.106 -0.044 0.201 -0.362
C 8.327 2.161 -2.650 -0.245 0.088 -0.380 -0.670
C 3.140 -1.144 -0.060 -0.062 -0.055 -0.262 -1.116
C 2.696 0.301 -0.074 -0.874 -2.748 -3.910 0.278
O 2.827 1.037 0.776 0.746 3.203 4.104 -0.351
Br 1.794 0.847 -1.718 0.116 -0.203 0.037 -0.142
B 6.040 0.205 -0.014 0.560 1.063 -0.209 0.365
N 5.551 1.530 -0.127 0.544 -0.058 0.825 -0.348
O 7.384 0.006 -0.016 -0.345 -1.162 -0.171 -0.518
H 6.153 -4.091 2.119 -0.097 -0.238 -0.072 0.319
H 7.118 -2.715 2.613 0.177 -0.108 0.284 0.344
H 7.036 -3.116 0.946 0.035 -0.171 -0.290 0.332
H 4.320 -2.574 2.128 -0.208 -0.234 -0.048 0.590
H 5.430 -1.283 2.436 -0.125 0.207 0.117 0.400
H 6.426 -2.905 -1.095 0.137 -0.219 0.257 0.545
H 4.731 -3.405 -1.182 -0.137 -0.300 0.228 0.501
H 4.708 -2.391 -3.241 -0.067 -0.136 -0.317 0.380
H 4.784 -0.847 -2.467 -0.229 0.002 0.163 0.185
H 7.387 -1.121 -2.443 0.100 0.179 0.123 0.354
H 7.065 -2.420 -3.578 0.265 -0.287 0.238 0.356
H 7.282 -0.787 -5.116 0.195 -0.053 -0.129 0.430
H 5.579 -0.626 -4.825 -0.252 -0.025 -0.071 0.433
H 6.594 1.599 -4.761 -0.106 0.093 -0.117 0.432
H 6.080 1.132 -3.124 -0.115 0.242 0.050 0.138
H 8.530 1.852 -1.629 0.221 -0.093 0.140 0.129
H 9.146 2.734 -3.063 0.362 0.082 0.115 0.337
H 7.464 2.827 -2.637 -0.184 0.033 -0.050 0.332
H 2.646 -1.618 0.784 0.026 -0.009 0.289 0.544
H 2.780 -1.656 -0.942 0.131 -0.095 -0.299 0.653
H 5.127 1.872 0.735 -0.759 0.040 -0.509 0.243
H 6.345 2.146 -0.292 -0.087 0.047 -0.164 0.214
H 7.579 -0.945 -0.044 0.601 0.371 -0.060 0.366
C -2.448 1.283 -1.011 0.038 0.002 -0.063 -1.496
C -3.138 1.798 0.242 0.110 0.079 -0.134 -0.191
N -2.697 1.130 1.453 -0.084 -0.186 0.159 0.237
C -3.537 1.412 2.606 -0.233 0.013 0.133 -0.144
C -3.584 2.852 3.128 -0.010 -0.022 0.106 -1.127
C -1.267 1.143 1.694 0.248 -0.046 -0.142 -0.684
C -0.563 2.504 1.794 0.133 -0.035 0.081 -0.858
H -2.569 0.202 -1.109 0.020 -0.002 0.058 0.310
H -2.886 1.750 -1.894 -0.004 0.015 0.019 0.469
H -1.383 1.516 -1.013 0.012 -0.008 -0.024 0.195
H -4.211 1.624 0.126 -0.015 0.009 0.182 0.371
H -3.003 2.889 0.296 -0.046 0.022 -0.056 0.259
H -3.246 0.751 3.427 0.126 -0.028 -0.074 0.420
H -4.558 1.110 2.350 0.039 0.008 -0.133 -0.183
H -2.680 3.118 3.674 0.028 0.046 -0.056 0.253
H -4.418 2.959 3.825 -0.002 -0.011 -0.016 0.455
H -3.735 3.578 2.328 0.014 -0.011 -0.013 0.260
H -0.783 0.571 0.894 -0.084 0.038 -0.068 0.331
H -1.061 0.568 2.602 -0.173 0.042 0.061 0.320
H -0.887 3.196 1.016 -0.032 -0.021 -0.006 0.244
H 0.516 2.369 1.679 -0.012 -0.003 -0.008 0.250
H -0.722 2.974 2.763 -0.072 0.072 -0.042 0.314
C -10.101 -1.570 -0.654 -0.032 0.016 0.013 -1.417
C -8.799 -1.820 0.092 -0.206 -0.007 0.036 -0.352
N -7.875 -0.703 0.030 0.241 0.071 -0.091 0.127
C -6.540 -1.033 0.494 0.176 -0.138 -0.038 -0.288
C -6.360 -1.410 1.970 0.158 0.037 0.025 -1.019
C -8.398 0.578 0.474 -0.268 0.171 -0.037 -0.630
C -8.936 0.678 1.907 0.039 0.136 0.038 -0.947
H -9.910 -1.296 -1.693 0.027 0.047 0.024 0.331
H -10.706 -2.478 -0.652 0.011 0.001 0.017 0.435
H -10.697 -0.783 -0.190 -0.001 -0.002 -0.019 0.295
H -8.316 -2.687 -0.367 0.151 0.052 0.069 0.434
H -9.037 -2.106 1.128 -0.026 -0.066 -0.007 0.265
H -5.871 -0.198 0.261 -0.097 0.074 0.008 -0.027
H -6.175 -1.866 -0.115 -0.117 -0.028 -0.021 0.369
H -6.416 -0.538 2.620 -0.085 -0.031 0.042 0.101
H -5.370 -1.850 2.112 -0.001 0.014 -0.012 0.410
H -7.092 -2.144 2.304 -0.035 0.025 -0.022 0.379
H -9.200 0.871 -0.209 -0.009 -0.102 -0.009 0.366
H -7.627 1.340 0.329 0.123 -0.128 0.005 0.286
H -9.562 -0.173 2.177 0.015 -0.018 -0.028 0.244
H -9.550 1.576 2.006 0.002 -0.010 -0.020 0.385
H -8.134 0.762 2.640 -0.019 -0.097 0.037 0.243

***

| no. | HOMO energy (hartree) |
| --- | --- |
| 1 | -0.36643 |
| 2 | -0.33839 |